# 1
A 2-piece molecular cluster, C23H36ClO2Si overall at a distorted geometry, computed with ωB97M-V/def2-TZVPD.

Values from the calculation:
Spin multiplicity ... 1
Total energy ... -48924.016 eV
Total charge ... +1

Bonds (Å) are listed after each position.
Positions of all 63 atoms, in Å:
1 C -4.652 0.759 1.322  C2 1.526, H16 1.096, H17 1.094, H18 1.098
2 C -3.376 0.118 1.858  C1 1.526, C3 1.533, H19 1.102, H20 1.095
3 C -2.349 1.178 2.274  C2 1.533, C4 1.502, H21 1.094, H22 1.092
4 C -0.905 0.767 2.227  C3 1.502, O5 1.472, H23 1.098, H24 1.095
5 O -0.721 0.436 0.805  C4 1.472, C6 1.333
6 C 0.323 -0.321 0.467  O5 1.333, C7 1.355, O8 1.338
7 C 0.257 -0.760 -0.813  C6 1.355, H25 1.082, H26 1.073
8 O 1.242 -0.524 1.418  C6 1.338, Si9 1.740
9 Si 2.916 -0.065 1.300  O8 1.740, C10 1.847, C11 1.870, C12 1.926
10 C 3.532 -0.589 -0.360  Si9 1.847, H27 1.100, H28 1.097, H29 1.097
11 C 2.801 1.764 1.669  Si9 1.870, H30 1.104, H31 1.103, H32 1.106
12 C 3.968 -0.889 2.688  Si9 1.926, C13 1.536, C14 1.538, C15 1.538
13 C 4.600 -2.204 2.205  C12 1.536, H33 1.095, H34 1.100, H35 1.097
14 C 3.113 -1.179 3.933  C12 1.538, H36 1.096, H37 1.095, H38 1.102
15 C 5.083 0.101 3.066  C12 1.538, H39 1.096, H40 1.100, H41 1.097
16 H -5.292 -0.001 0.859  C1 1.096
17 H -5.216 1.252 2.119  C1 1.094
18 H -4.412 1.504 0.551  C1 1.098
19 H -3.586 -0.528 2.726  C2 1.102
20 H -2.946 -0.519 1.078  C2 1.095
21 H -2.426 2.060 1.632  C3 1.094
22 H -2.579 1.483 3.297  C3 1.092
23 H -0.267 1.633 2.443  C4 1.098
24 H -0.666 -0.093 2.860  C4 1.095
25 H 0.870 -1.601 -1.112  C7 1.082
26 H -0.563 -0.350 -1.370  C7 1.073
27 H 4.416 0.021 -0.599  C10 1.100
28 H 3.840 -1.642 -0.370  C10 1.097
29 H 2.762 -0.444 -1.128  C10 1.097
30 H 3.728 2.288 1.377  C11 1.104
31 H 1.955 2.201 1.110  C11 1.103
32 H 2.622 1.960 2.743  C11 1.106
33 H 5.245 -2.049 1.333  C13 1.095
34 H 5.215 -2.619 3.017  C13 1.100
35 H 3.839 -2.947 1.934  C13 1.097
36 H 2.635 -0.273 4.322  C14 1.096
37 H 2.320 -1.902 3.715  C14 1.095
38 H 3.762 -1.601 4.718  C14 1.102
39 H 4.681 1.018 3.513  C15 1.096
40 H 5.753 -0.370 3.801  C15 1.100
41 H 5.681 0.393 2.194  C15 1.097
42 Cl -5.269 -3.687 -1.884  C43 1.707
43 C -4.175 -2.419 -2.212  Cl42 1.707, C44 1.405, C53 1.407
44 C -4.492 -1.109 -1.815  C43 1.405, C45 1.386, H54 1.090
45 C -3.608 -0.074 -2.072  C44 1.386, C46 1.421, H55 1.096
46 C -2.405 -0.318 -2.789  C45 1.421, C47 1.429, C52 1.425
47 C -1.575 0.776 -3.185  C46 1.429, C48 1.501, C51 1.419
48 C -0.451 0.663 -4.174  C47 1.501, C49 1.570, H56 1.102, H57 1.095
49 C -0.255 2.124 -4.716  C48 1.570, C50 1.505, H58 1.095, H59 1.100
50 C -1.144 2.950 -3.825  C49 1.505, C51 1.386, H60 1.085
51 C -1.851 2.147 -2.944  C47 1.419, C50 1.386, H61 1.088
52 C -2.097 -1.654 -3.178  C46 1.425, C53 1.390, H62 1.095
53 C -2.970 -2.695 -2.884  C43 1.407, C52 1.390, H63 1.085
54 H -5.423 -0.921 -1.279  C44 1.090
55 H -3.856 0.951 -1.774  C45 1.096
56 H 0.476 0.323 -3.686  C48 1.102
57 H -0.669 -0.040 -4.984  C48 1.095
58 H 0.797 2.427 -4.684  C49 1.095
59 H -0.576 2.135 -5.767  C49 1.100
60 H -1.238 4.026 -3.924  C50 1.085
61 H -2.542 2.500 -2.181  C51 1.088
62 H -1.156 -1.854 -3.700  C52 1.095
63 H -2.725 -3.714 -3.167  C53 1.085

# 2
A 9-piece molecular cluster, C34H53NO14 overall at a distorted geometry, computed with ωB97M-V/def2-TZVPD.

Values from the calculation:
Spin multiplicity ... 1
SMILES ... c1cc[nH]c1.O=C1CCCO1.O=C1CCCO1.O=C1CCCO1.O=C1CCCO1.O=C1CCCO1.O=C1CCCO1.CC(C)=O.CC(C)=O
Total energy ... -66273.500 eV
ΔE to the lowest compared entry with this formula, charge and spin ... 0.000 eV

Bonds (Å) are listed after each position.
Positions of all 102 atoms, in Å:
1 C 1.092 -1.486 0.300  C2 1.431, C5 1.368, H6 1.077
2 C 1.632 -0.166 0.180  C1 1.431, C3 1.373, H7 1.080
3 C 0.573 0.706 0.194  C2 1.373, N4 1.372, H8 1.078
4 N -0.568 -0.013 0.449  C3 1.372, C5 1.358, H9 1.006
5 C -0.257 -1.335 0.466  C1 1.368, N4 1.358, H10 1.078
6 H 1.557 -2.449 0.176  C1 1.077
7 H 2.699 -0.027 0.087  C2 1.080
8 H 0.616 1.780 0.279  C3 1.078
9 H -1.422 0.322 0.862  N4 1.006
10 H -0.988 -2.099 0.672  C5 1.078
11 O -0.268 -6.260 1.979  C12 1.197
12 C -1.355 -5.923 1.608  O11 1.197, C13 1.522, O16 1.345
13 C -2.549 -6.794 1.246  C12 1.522, C14 1.518, H17 1.095, H18 1.085
14 C -3.657 -5.789 0.988  C13 1.518, C15 1.514, H19 1.094, H20 1.092
15 C -2.936 -4.486 0.711  C14 1.514, O16 1.459, H21 1.086, H22 1.086
16 O -1.652 -4.629 1.390  C12 1.345, C15 1.459
17 H -2.190 -7.350 0.374  C13 1.095
18 H -2.795 -7.517 2.017  C13 1.085
19 H -4.336 -6.043 0.169  C14 1.094
20 H -4.317 -5.761 1.857  C14 1.092
21 H -2.675 -4.313 -0.329  C15 1.086
22 H -3.453 -3.642 1.159  C15 1.086
23 O 3.650 5.753 -4.393  C24 1.194
24 C 3.368 4.963 -3.544  O23 1.194, C25 1.528, O28 1.348
25 C 2.118 4.971 -2.666  C24 1.528, C26 1.532, H29 1.088, H30 1.086
26 C 2.295 3.734 -1.779  C25 1.532, C27 1.523, H31 1.091, H32 1.090
27 C 3.706 3.226 -2.039  C26 1.523, O28 1.446, H33 1.090, H34 1.088
28 O 4.203 3.971 -3.174  C24 1.348, C27 1.446
29 H 2.117 5.944 -2.181  C25 1.088
30 H 1.246 4.864 -3.304  C25 1.086
31 H 2.151 3.881 -0.708  C26 1.091
32 H 1.535 3.009 -2.073  C26 1.090
33 H 4.421 3.334 -1.224  C27 1.090
34 H 3.749 2.176 -2.323  C27 1.088
35 O -3.041 2.224 0.282  C36 1.196
36 C -4.150 2.622 0.487  O35 1.196, C37 1.522, O40 1.359
37 C -5.465 1.904 0.220  C36 1.522, C38 1.515, H41 1.093, H42 1.088
38 C -6.335 2.451 1.333  C37 1.515, C39 1.530, H43 1.091, H44 1.088
39 C -5.801 3.882 1.409  C38 1.530, O40 1.425, H45 1.095, H46 1.086
40 O -4.404 3.786 1.143  C36 1.359, C39 1.425
41 H -5.851 2.198 -0.760  C37 1.093
42 H -5.256 0.837 0.180  C37 1.088
43 H -7.410 2.465 1.147  C38 1.091
44 H -6.230 1.941 2.289  C38 1.088
45 H -6.278 4.466 0.614  C39 1.095
46 H -6.015 4.377 2.352  C39 1.086
47 O 6.207 -0.063 0.211  C48 1.198
48 C 5.834 -1.165 0.499  O47 1.198, C49 1.517, O52 1.350
49 C 4.841 -1.567 1.574  C48 1.517, C50 1.516, H53 1.096, H54 1.086
50 C 4.409 -2.948 1.124  C49 1.516, C51 1.520, H55 1.087, H56 1.093
51 C 5.649 -3.435 0.395  C50 1.520, O52 1.425, H57 1.101, H58 1.087
52 O 6.262 -2.269 -0.150  C48 1.350, C51 1.425
53 H 5.358 -1.620 2.540  C49 1.096
54 H 4.079 -0.804 1.710  C49 1.086
55 H 4.057 -3.614 1.908  C50 1.087
56 H 3.571 -2.844 0.429  C50 1.093
57 H 6.327 -3.910 1.122  C51 1.101
58 H 5.517 -4.212 -0.355  C51 1.087
59 O -0.255 4.093 4.043  C60 1.193
60 C -0.374 4.609 2.974  O59 1.193, C61 1.510, O64 1.369
61 C 0.650 5.301 2.107  C60 1.510, C62 1.522, H65 1.092, H66 1.088
62 C -0.045 5.255 0.753  C61 1.522, C63 1.513, H67 1.087, H68 1.094
63 C -1.488 5.470 1.155  C62 1.513, O64 1.443, H69 1.096, H70 1.089
64 O -1.607 4.734 2.391  C60 1.369, C63 1.443
65 H 0.816 6.315 2.475  C61 1.092
66 H 1.622 4.819 2.016  C61 1.088
67 H 0.287 5.941 -0.023  C62 1.087
68 H -0.008 4.220 0.400  C62 1.094
69 H -1.747 6.525 1.298  C63 1.096
70 H -2.196 5.104 0.414  C63 1.089
71 O 2.837 -3.262 -2.483  C72 1.191
72 C 3.467 -2.377 -2.973  O71 1.191, C73 1.521, O76 1.346
73 C 3.057 -0.926 -3.166  C72 1.521, C74 1.532, H77 1.094, H78 1.085
74 C 4.428 -0.256 -3.294  C73 1.532, C75 1.515, H79 1.093, H80 1.094
75 C 5.268 -1.333 -3.952  C74 1.515, O76 1.442, H81 1.091, H82 1.087
76 O 4.683 -2.576 -3.514  C72 1.346, C75 1.442
77 H 2.533 -0.860 -4.124  C73 1.094
78 H 2.427 -0.575 -2.356  C73 1.085
79 H 4.415 0.674 -3.868  C74 1.093
80 H 4.765 0.087 -2.312  C74 1.094
81 H 5.198 -1.331 -5.041  C75 1.091
82 H 6.316 -1.302 -3.667  C75 1.087
83 C -2.260 0.268 3.431  C84 1.509, H87 1.092, H88 1.093, H89 1.088
84 C -3.351 -0.485 2.709  C83 1.509, C85 1.497, O86 1.213
85 C -4.695 -0.592 3.359  C84 1.497, H90 1.088, H91 1.089, H92 1.095
86 O -3.140 -1.002 1.633  C84 1.213
87 H -2.345 0.134 4.511  C83 1.092
88 H -2.319 1.341 3.232  C83 1.093
89 H -1.294 -0.124 3.122  C83 1.088
90 H -5.317 -1.343 2.877  C85 1.088
91 H -5.185 0.381 3.370  C85 1.089
92 H -4.609 -0.906 4.404  C85 1.095
93 C -0.754 -3.816 -1.863  C94 1.501, H97 1.092, H98 1.090, H99 1.090
94 C -1.963 -2.945 -2.046  C93 1.501, C95 1.504, O96 1.213
95 C -1.718 -1.504 -2.401  C94 1.504, H100 1.092, H101 1.098, H102 1.083
96 O -3.088 -3.377 -1.904  C94 1.213
97 H -0.331 -3.699 -0.863  C93 1.092
98 H 0.012 -3.583 -2.602  C93 1.090
99 H -1.029 -4.866 -1.967  C93 1.090
100 H -1.134 -1.424 -3.320  C95 1.092
101 H -1.060 -1.107 -1.616  C95 1.098
102 H -2.651 -0.956 -2.454  C95 1.083

Summary of Kohn-Sham gap in eV
5.02; 8.65
(order as listed above)
Summary of HOMO in eV
-10.51; -8.33
(order as listed above)
Summary of LUMO level in eV
-5.49; 0.32
(order as listed above)